(1)
Here is 2 unconnected molecules or ions with the total composition CBrN3O2 at a distorted geometry from the OMol25 dataset. Energies are from ωB97M-V/def2-TZVPD.

Element x y z (Å)
Br  -0.961  -1.477  -1.501
O  0.864  1.463  0.219
O  0.581  0.999  -1.880
N  -0.061  -0.394  -0.383
N  0.485  0.790  -0.699
N  -0.546  -0.753  2.675
C  -0.360  -0.628  1.570

Values from the calculation:
E_LUMO (alpha / beta)   -3.07 / -3.07 eV
Energy above the lowest of the compared OMol25 structures with the same formula, charge and spin   69.8 kcal/mol
Molar mass   165.93 g mol⁻¹
E   -2926.5613 hartree
HOMO level (alpha / beta)   -11.110 / -11.110 eV
HOMO-LUMO gap (alpha / beta)   8.0 / 8.0 eV

---

(2)
Here is a molecular structure, C36H55N7O8S2SiSr at a distorted geometry from the OMol25 dataset. Energies are from ωB97M-V/def2-TZVPD.

Element x y z (Å)
Sr  6.852  -20.372  -5.627
S  11.442  -19.977  -5.878
S  4.576  -20.122  -3.477
Si  3.478  -18.321  -3.451
O  4.135  -17.138  -2.548
O  8.740  -25.793  -6.018
O  6.507  -20.431  -9.960
O  10.091  -15.414  -5.585
O  3.423  -17.868  -4.999
O  8.197  -22.048  -4.540
O  7.682  -20.878  -8.071
O  1.964  -18.472  -2.834
N  7.513  -20.338  -9.273
N  8.620  -18.611  -2.102
N  5.191  -21.173  -7.419
N  6.541  -23.074  -6.210
N  8.409  -17.047  -5.761
N  7.935  -19.582  -2.933
N  7.457  -23.884  -5.677
C  9.182  -19.670  0.159
C  9.838  -23.984  -2.992
C  4.369  -16.809  -1.131
C  10.789  -19.624  -1.779
C  4.511  -18.100  -0.354
C  4.209  -23.062  -8.668
C  3.167  -16.049  -0.659
C  13.297  -22.910  -7.819
C  4.177  -20.416  -7.878
C  12.296  -21.389  -6.235
C  0.922  -19.471  -2.853
C  6.143  -23.403  -7.439
C  10.170  -17.617  -0.512
C  9.321  -24.172  -4.275
C  1.148  -20.374  -1.655
C  10.957  -26.078  -3.207
C  9.566  -25.405  -5.022
C  10.574  -26.228  -4.537
C  9.451  -16.363  -5.955
C  12.534  -21.793  -7.559
C  5.656  -16.008  -1.176
C  3.213  -22.241  -9.142
C  -0.420  -18.776  -2.700
C  13.835  -23.684  -6.771
C  5.131  -22.501  -7.804
C  8.269  -23.281  -4.839
C  2.000  -16.055  -4.528
C  1.006  -20.315  -4.103
C  4.072  -15.763  -5.941
C  3.175  -20.915  -8.679
C  9.618  -18.923  -1.097
C  2.130  -17.172  -6.800
C  10.570  -24.996  -2.407
C  13.614  -23.308  -5.460
C  12.818  -22.183  -5.174
C  2.873  -16.628  -5.601
H  0.363  -21.171  -1.689
H  5.421  -18.620  -0.656
H  4.577  -17.901  0.716
H  1.267  -16.726  -4.165
H  2.814  -17.618  -7.561
H  1.976  -20.859  -4.146
H  10.490  -20.618  -2.116
H  8.246  -20.513  -2.603
H  10.897  -27.022  -5.212
H  6.394  -24.314  -8.022
H  1.007  -19.878  -0.707
H  5.569  -15.123  -1.743
H  4.157  -19.398  -7.557
H  8.918  -17.817  -2.681
H  1.660  -16.370  -7.329
H  9.443  -17.157  0.145
H  6.940  -19.582  -2.547
H  3.152  -15.033  -1.077
H  -1.134  -19.604  -2.573
H  13.506  -23.175  -8.850
H  8.406  -19.118  0.689
H  6.490  -16.605  -1.535
H  1.495  -15.157  -4.923
H  11.156  -19.103  -2.653
H  3.225  -15.968  0.437
H  7.566  -16.464  -5.609
H  12.156  -21.145  -8.342
H  4.656  -15.441  -5.047
H  0.964  -19.731  -5.022
H  5.968  -15.744  -0.145
H  3.704  -14.875  -6.429
H  10.495  -16.936  -1.307
H  1.313  -17.828  -6.458
H  -0.478  -18.143  -1.831
H  12.532  -21.917  -4.198
H  0.176  -20.987  -4.143
H  11.569  -26.884  -2.819
H  11.601  -19.746  -1.048
H  7.881  -24.986  -6.006
H  -0.739  -18.211  -3.595
H  3.632  -18.745  -0.481
H  4.251  -24.141  -8.937
H  10.078  -19.735  0.819
H  14.082  -23.862  -4.651
H  10.867  -24.988  -1.323
H  4.717  -16.311  -6.627
H  9.663  -23.014  -2.475
H  2.618  -15.651  -3.735
H  2.123  -20.877  -1.681
H  2.410  -20.257  -9.011
H  2.240  -16.562  -0.937
H  8.806  -20.674  -0.016
H  14.448  -24.582  -6.952
H  2.513  -22.619  -9.888
H  11.061  -17.885  0.031

Values from the calculation:
Net charge   -2
E_LUMO   3.40 eV
Energy above the lowest of the compared OMol25 structures with the same formula, charge and spin   2.6 kcal/mol
Molar mass   893.72 g mol⁻¹
E   -3506.7122 hartree
HOMO level   -0.788 eV
HOMO-LUMO gap   4.2 eV

---

(3)
Here is C4H5NO3 in the gas phase at a distorted geometry from the OMol25 dataset. Energies are from ωB97M-V/def2-TZVPD.

Element x y z (Å)
O  0.268  -1.744  0.271
O  -2.015  -0.049  -0.919
O  0.336  1.672  1.059
N  -0.999  1.338  0.784
C  0.314  -1.293  -1.280
C  0.109  -0.434  -0.052
C  -1.155  0.293  -0.115
C  0.999  0.371  0.809
H  -0.686  -1.459  -1.883
H  -1.443  2.339  0.855
H  1.358  -1.469  -1.775
H  2.036  0.522  0.389
H  0.879  -0.086  1.857

Values from the calculation:
E_LUMO   0.75 eV
Energy above the lowest of the compared OMol25 structures with the same formula, charge and spin   121.1 kcal/mol
Molar mass   115.09 g mol⁻¹
E   -435.7276 hartree
HOMO level   -9.495 eV
HOMO-LUMO gap   10.2 eV
SMILES string   O=C1NOC[C@]12CO2

---

(4)
Here is C4H3ClO in the gas phase at a distorted geometry from the OMol25 dataset. Energies are from ωB97M-V/def2-TZVPD.

Element x y z (Å)
Cl  2.965  0.739  -0.037
O  -2.227  2.122  -0.059
C  0.440  -0.283  -0.023
C  1.298  0.727  0.236
C  -1.531  1.166  -0.016
C  -0.929  0.005  0.009
H  0.714  -1.248  -0.245
H  -1.462  -0.885  -0.281
H  0.949  1.765  0.499

Values from the calculation:
E_LUMO   0.34 eV
Energy above the lowest of the compared OMol25 structures with the same formula, charge and spin   29.3 kcal/mol
Molar mass   102.52 g mol⁻¹
E   -689.5781 hartree
HOMO level   -8.247 eV
HOMO-LUMO gap   8.6 eV
SMILES string   O=C=C/C=C/Cl

---

(5)
Here is a molecular structure, C22H35NO4P2Pt at a distorted geometry from the OMol25 dataset. Energies are from ωB97M-V/def2-TZVPD.

Element x y z (Å)
Pt  0.593  -2.916  -2.073
P  0.210  1.791  -4.780
P  -0.117  -1.886  -3.853
O  -1.337  -0.260  0.147
O  0.842  -0.927  -0.032
O  1.234  2.245  6.406
O  -0.961  1.957  6.607
N  0.107  1.935  5.955
C  1.495  -2.660  -4.506
C  0.054  1.514  4.584
C  1.180  -3.619  -0.347
C  0.492  0.758  -3.396
C  -1.511  -3.013  -4.111
C  0.504  2.784  -1.927
C  -0.702  -0.044  -2.963
C  1.851  2.602  -4.985
C  -1.806  2.631  -2.948
C  1.216  1.509  -2.292
C  -1.159  1.101  3.991
C  -0.883  2.919  -5.839
C  -0.482  3.055  -3.118
C  0.290  0.363  -5.945
C  0.009  0.305  1.952
C  1.239  1.376  3.820
C  -1.176  0.530  2.716
C  -2.151  0.180  -3.023
C  -2.555  1.546  -3.614
C  -0.142  -0.389  0.559
C  -0.482  -0.888  -5.581
C  1.214  0.771  2.540
H  2.693  1.906  -4.800
H  2.159  0.662  2.002
H  -1.569  -0.693  -5.541
H  1.469  -4.576  -0.774
H  -2.267  2.994  -2.030
H  2.255  1.702  -2.587
H  -0.295  -1.655  -6.349
H  1.288  0.037  -3.705
H  -0.500  -0.473  -1.983
H  2.270  -1.890  -4.608
H  -2.486  0.064  -1.977
H  -2.141  0.249  2.290
H  1.770  -3.418  -3.733
H  1.232  -3.127  -5.462
H  -2.677  -0.630  -3.537
H  0.330  -3.724  0.311
H  1.248  3.575  -1.767
H  -1.331  -3.559  -5.036
H  -2.080  1.186  4.566
H  -0.079  2.674  -0.996
H  -2.526  1.533  -4.708
H  -1.696  2.354  -6.334
H  -1.327  3.743  -5.253
H  1.906  3.465  -4.290
H  -2.415  -2.422  -4.202
H  1.847  2.941  -6.027
H  -0.295  4.036  -3.535
H  1.996  -3.175  0.203
H  -1.569  -3.699  -3.256
H  2.166  1.697  4.279
H  -3.613  1.639  -3.331
H  1.394  0.817  -1.471
H  -0.244  3.342  -6.635
H  1.351  0.153  -6.114
H  -0.107  0.807  -6.859

Values from the calculation:
E_LUMO (alpha / beta)   -0.52 / -3.17 eV
Energy above the lowest of the compared OMol25 structures with the same formula, charge and spin   74.8 kcal/mol
Molar mass   634.55 g mol⁻¹
E   -2016.5153 hartree
HOMO level (alpha / beta)   -6.578 / -6.569 eV
Spin multiplicity   3
HOMO-LUMO gap (alpha / beta)   6.1 / 3.4 eV

---

(6)
Here is a molecular structure, C17H19N3OS3 at a distorted geometry from the OMol25 dataset. Energies are from ωB97M-V/def2-TZVPD.

Element x y z (Å)
S  1.418  0.912  -1.048
S  -0.230  2.720  -3.251
S  -1.318  -2.370  -4.334
O  -0.636  1.473  0.986
N  0.579  -1.281  -0.399
N  -0.912  -2.934  -1.571
N  0.402  0.100  2.696
C  -1.469  1.525  3.857
C  -0.102  -0.538  -2.560
C  -0.603  0.171  3.558
C  1.884  3.070  -4.953
C  -0.698  -1.955  -2.651
C  -0.435  -3.429  0.659
C  0.141  -0.035  -3.915
C  1.651  0.691  0.707
C  0.260  0.697  1.331
C  0.589  1.229  -4.042
C  1.015  3.487  -4.078
C  -0.340  -2.483  -0.400
C  -0.162  -0.366  4.965
C  -1.965  -0.591  2.945
C  -0.516  -0.747  -4.788
C  0.623  -0.433  -1.373
C  1.606  1.750  -4.931
H  -0.023  -1.606  4.786
H  -0.452  2.037  4.334
H  1.274  4.645  -3.887
H  -1.426  -1.755  2.775
H  -2.733  -0.740  3.631
H  -0.108  -4.545  0.155
H  2.182  0.765  -5.651
H  2.363  1.555  1.140
H  -2.031  -0.317  1.917
H  -1.533  2.052  3.056
H  -0.973  -0.515  5.597
H  2.214  -0.452  0.867
H  1.128  -0.190  2.987
H  -1.962  1.780  4.643
H  0.660  -0.010  5.316
H  -0.825  -0.389  -5.889
H  2.624  3.417  -5.559
H  -1.489  -3.287  0.862
H  0.328  -3.108  1.512

Values from the calculation:
E_LUMO   0.03 eV
Molar mass   377.56 g mol⁻¹
E   -2092.7887 hartree
HOMO level   -8.040 eV
HOMO-LUMO gap   8.1 eV